Record 1
78
Properties=species:S:1:pos:R:3:lowdin_charge:R:1 method="wB97M-V/def2-TZVPD" spin_multiplicity=2 s_squared=0.7623 charge=-1 total_energy_ev=-265200.573
Ti 0.845 0.032 -0.175 0.826
C -2.582 -3.408 -1.082 -0.045
O -1.373 -3.951 -1.620 -0.050
C -0.253 -3.275 -1.312 -0.573
O -0.230 -2.268 -0.632 0.035
N 0.798 -3.888 -1.906 0.034
N 2.102 -3.462 -1.695 0.038
H -3.378 -4.051 -1.448 0.093
H -2.734 -2.385 -1.420 0.067
H -2.556 -3.416 0.005 0.091
H 0.583 -4.618 -2.557 0.149
H 2.447 -2.859 -2.441 0.020
H 2.711 -4.257 -1.574 0.092
Se -0.266 -1.336 7.284 1.080
N 0.696 -2.179 6.046 -0.227
C 0.545 -1.509 4.948 -0.335
C 1.166 -1.891 3.679 -0.083
C 2.031 -2.962 3.539 0.012
C 2.556 -3.232 2.293 -0.014
C 2.179 -2.451 1.219 -0.125
N 1.334 -1.424 1.336 -0.035
C 0.875 -1.116 2.557 -0.149
C 0.107 0.111 2.647 -0.138
N 0.039 0.843 1.507 0.011
C -0.689 1.976 1.550 -0.078
C -1.355 2.399 2.672 -0.012
C -1.270 1.661 3.842 0.010
C -0.512 0.505 3.832 -0.088
C -0.308 -0.334 5.017 -0.333
N -0.837 -0.072 6.168 -0.226
H 2.290 -3.552 4.411 0.118
H 3.263 -4.036 2.139 0.115
H 2.556 -2.648 0.227 0.064
H -0.727 2.542 0.634 0.095
H -1.941 3.307 2.624 0.116
H -1.774 1.959 4.753 0.116
C 2.424 3.428 -2.710 -0.166
Si 1.735 3.270 -0.981 0.271
C 2.985 3.840 0.282 -0.180
C 0.257 4.430 -0.829 -0.169
O 1.282 1.718 -0.726 -0.515
H 2.197 4.410 -3.149 0.028
H 2.008 2.657 -3.366 0.011
H 3.514 3.305 -2.702 0.009
H 2.941 4.931 0.411 0.028
H 4.005 3.565 -0.008 0.012
H 2.778 3.370 1.249 0.018
H 0.452 5.365 -1.369 0.029
H 0.065 4.692 0.220 0.023
H -0.656 3.984 -1.244 0.019
Cl -1.390 -1.420 -3.817 0.689
C 0.234 -0.969 -4.381 -0.946
Cl 0.256 0.651 -5.130 0.615
C 1.345 -1.087 -3.313 -0.755
O 2.340 -1.670 -3.754 -0.041
O 1.193 -0.629 -2.141 -0.202
H 0.489 -1.663 -5.162 0.049
C -4.946 -0.322 0.888 -0.106
C -3.741 -0.832 1.431 -0.096
C -2.551 -0.594 0.809 -0.077
C -2.448 0.216 -0.358 -0.184
C -1.182 0.540 -0.967 -0.146
C -1.225 1.368 -2.064 -0.183
C -2.436 1.853 -2.617 -0.096
C -3.634 1.540 -2.047 -0.064
C -3.671 0.727 -0.892 -0.177
C -4.905 0.425 -0.252 -0.056
H -5.894 -0.537 1.369 0.091
H -3.766 -1.411 2.351 0.097
H -1.650 -1.045 1.198 0.091
H -0.304 1.666 -2.540 0.055
H -2.399 2.480 -3.505 0.101
H -4.566 1.914 -2.464 0.101
H -5.824 0.817 -0.685 0.103
Cl 5.953 1.498 -1.612 -0.186
Ge 3.991 0.225 -1.702 0.198
Cl 3.404 0.375 0.598 0.141
Cl 5.002 -1.833 -1.387 -0.107

=====

Record 2
78
Properties=species:S:1:pos:R:3:lowdin_charge:R:1 method="wB97M-V/def2-TZVPD" spin_multiplicity=2 s_squared=0.7740 charge=-1 total_energy_ev=-265200.285
Ti -0.821 -0.197 -0.253 0.877
C -0.710 -3.636 2.728 -0.009
O -0.650 -4.295 1.457 -0.009
C -0.895 -3.532 0.397 -0.597
O -1.095 -2.327 0.482 -0.125
N -0.849 -4.271 -0.731 0.019
N -1.320 -3.721 -1.907 0.068
H -0.580 -4.420 3.468 0.098
H -1.674 -3.144 2.850 0.049
H 0.086 -2.900 2.816 0.076
H -0.823 -5.271 -0.610 0.154
H -2.288 -3.975 -2.078 0.060
H -0.733 -3.950 -2.695 0.092
Se 4.364 -3.227 4.321 1.058
N 4.063 -3.358 2.561 -0.231
C 3.103 -2.512 2.272 -0.336
C 2.580 -2.331 0.939 -0.089
C 3.030 -3.030 -0.169 0.004
C 2.461 -2.773 -1.411 -0.036
C 1.442 -1.842 -1.515 -0.081
N 0.966 -1.178 -0.467 -0.007
C 1.523 -1.396 0.762 -0.138
C 0.961 -0.693 1.855 -0.170
N -0.140 0.082 1.579 -0.044
C -0.666 0.798 2.592 -0.187
C -0.158 0.780 3.869 -0.044
C 0.938 -0.035 4.169 -0.002
C 1.499 -0.801 3.163 -0.116
C 2.576 -1.741 3.373 -0.341
N 3.111 -1.970 4.548 -0.228
H 3.817 -3.761 -0.038 0.113
H 2.812 -3.284 -2.296 0.103
H 0.985 -1.616 -2.472 0.115
H -1.523 1.405 2.345 0.086
H -0.629 1.382 4.632 0.107
H 1.355 -0.088 5.165 0.110
C -1.710 3.587 -2.016 -0.161
Si -2.122 2.914 -0.289 0.328
C -1.170 4.073 0.885 -0.159
C -3.962 3.112 0.119 -0.164
O -1.738 1.345 -0.136 -0.467
H -1.681 4.680 -1.989 0.027
H -2.438 3.293 -2.772 -0.018
H -0.730 3.240 -2.342 0.014
H -1.667 5.046 0.901 0.028
H -0.144 4.227 0.549 0.019
H -1.135 3.702 1.912 0.017
H -4.342 4.062 -0.262 0.027
H -4.123 3.096 1.199 0.031
H -4.563 2.310 -0.310 -0.018
Cl -4.406 -1.778 -3.441 0.599
C -3.249 -0.462 -3.723 -0.970
Cl -3.813 1.005 -2.922 0.669
C -1.848 -0.902 -3.205 -0.745
O -1.098 -1.358 -4.056 0.035
O -1.580 -0.751 -1.966 -0.253
H -3.201 -0.277 -4.789 0.062
C 3.925 3.334 0.369 -0.101
C 2.834 2.964 1.174 -0.084
C 1.778 2.277 0.641 -0.050
C 1.736 1.896 -0.723 -0.148
C 0.669 1.152 -1.317 -0.099
C 0.651 1.010 -2.685 -0.132
C 1.710 1.478 -3.495 -0.074
C 2.791 2.091 -2.936 -0.060
C 2.828 2.331 -1.546 -0.170
C 3.909 3.033 -0.963 -0.054
H 4.753 3.883 0.800 0.093
H 2.826 3.234 2.223 0.099
H 0.927 2.059 1.259 0.078
H -0.169 0.536 -3.199 0.072
H 1.639 1.339 -4.568 0.102
H 3.618 2.430 -3.550 0.101
H 4.725 3.341 -1.608 0.103
Cl -4.004 -3.329 0.123 -0.038
Ge -3.582 -0.999 0.170 0.091
Cl -5.787 -0.423 0.364 -0.093
Cl -3.175 -0.969 2.422 0.062

=====

Listing energy above the lowest of the compared OMol25 structures with the same formula, charge and spin for the structures above in their given order: 1.131, 1.419 eV.